Entry from the OMol25 dataset: a 8-piece molecular cluster, C20H58Cl4O24P6 overall (ωB97M-V/def2-TZVPD).

Kohn-Sham gap	0.3942	Eh
DFT total energy	-6491.93464	Eh
SMILES	COP(=O)(OC)OC.COP(=O)(OC)OC.COP(=O)(OC)OC.COP(=O)(OC)OC.COP(=O)(OC)OC.COP(=O)(OC)OC.ClCCl.ClCCl

Each line ends with the Löwdin charge.
Cartesian coordinates (Å):
C  -3.785  -0.903  -0.518  -0.082
O  -3.030  -1.449  -1.625  -0.249
P  -3.195  -1.021  -3.196  0.412
O  -4.494  -1.333  -3.793  -0.214
O  -2.840  0.524  -3.099  -0.224
C  -2.748  1.239  -4.303  -0.104
O  -1.844  -1.685  -3.754  -0.241
C  -1.657  -3.070  -3.715  -0.104
H  -3.084  -0.523  0.226  0.062
H  -4.513  -1.568  -0.053  0.093
H  -4.382  -0.026  -0.769  0.085
H  -1.676  1.422  -4.373  0.072
H  -3.216  2.201  -4.093  0.097
H  -3.116  0.717  -5.186  0.099
H  -2.586  -3.545  -3.401  0.092
H  -0.843  -3.238  -3.009  0.080
H  -1.361  -3.428  -4.701  0.093
C  -0.239  -1.790  -0.260  -0.110
O  0.623  -0.796  0.310  -0.220
P  0.526  0.813  0.102  0.464
O  1.540  1.505  0.903  -0.229
O  -1.053  1.112  0.500  -0.256
C  -1.495  2.428  0.994  -0.060
O  0.611  1.060  -1.489  -0.248
C  0.373  2.384  -1.929  -0.116
H  -0.901  -1.298  -0.973  0.057
H  -0.919  -2.306  0.417  0.096
H  0.304  -2.491  -0.893  0.049
H  -2.145  2.849  0.227  0.089
H  -0.649  3.074  1.230  0.083
H  -2.080  2.244  1.895  0.066
H  1.251  2.470  -2.569  0.081
H  0.394  3.132  -1.136  0.068
H  -0.540  2.431  -2.521  0.084
C  7.248  -3.952  1.058  -0.111
O  5.867  -3.795  1.341  -0.230
P  4.839  -5.064  1.345  0.454
O  4.941  -6.050  0.210  -0.253
O  3.374  -4.381  1.535  -0.217
C  2.852  -3.498  0.604  -0.129
O  5.190  -5.733  2.730  -0.190
C  5.271  -4.946  3.941  -0.100
H  7.501  -4.812  0.438  0.091
H  7.835  -4.028  1.973  0.081
H  7.691  -3.060  0.615  0.087
H  1.762  -3.483  0.620  0.065
H  3.222  -3.694  -0.403  0.090
H  3.146  -2.479  0.855  0.098
H  4.850  -3.941  3.975  0.088
H  6.272  -4.808  4.351  0.083
H  4.812  -5.416  4.811  0.083
C  4.892  5.552  -6.947  -0.126
O  4.825  4.302  -6.294  -0.224
P  3.339  3.686  -5.925  0.518
O  3.256  2.386  -5.207  -0.238
O  2.623  4.934  -5.128  -0.206
C  1.287  4.709  -4.726  -0.132
O  2.669  3.642  -7.420  -0.253
C  3.262  2.747  -8.354  -0.100
H  3.962  5.953  -7.348  0.089
H  5.585  5.390  -7.773  0.092
H  5.332  6.294  -6.280  0.092
H  0.961  3.685  -4.909  0.071
H  0.503  5.295  -5.205  0.092
H  1.169  4.848  -3.651  0.082
H  2.449  2.135  -8.744  0.095
H  4.121  2.200  -7.966  0.091
H  3.652  3.418  -9.120  0.088
C  0.147  -4.263  3.273  -0.092
O  -0.430  -2.940  3.338  -0.241
P  -1.653  -2.697  4.425  0.454
O  -2.760  -3.686  4.516  -0.241
O  -0.772  -2.555  5.809  -0.238
C  -0.785  -3.619  6.817  -0.090
O  -2.094  -1.215  4.183  -0.205
C  -1.157  -0.149  4.095  -0.079
H  0.154  -4.582  2.231  0.079
H  -0.468  -5.001  3.787  0.084
H  1.196  -4.312  3.566  0.085
H  -1.307  -4.513  6.478  0.074
H  -1.284  -3.254  7.715  0.084
H  0.164  -4.024  7.169  0.079
H  -0.537  -0.140  3.199  0.082
H  -0.469  -0.239  4.935  0.090
H  -1.732  0.776  4.127  0.086
C  -4.593  0.864  2.618  -0.118
O  -4.679  1.854  3.622  -0.242
P  -5.973  1.844  4.658  0.491
O  -5.859  0.756  5.643  -0.233
O  -7.193  1.734  3.636  -0.216
C  -8.134  0.662  3.721  -0.100
O  -6.040  3.378  5.270  -0.214
C  -5.066  3.986  6.035  -0.146
H  -4.408  1.470  1.731  0.084
H  -5.476  0.227  2.581  0.090
H  -3.714  0.226  2.708  0.070
H  -8.076  0.030  4.607  0.086
H  -8.151  0.014  2.845  0.089
H  -9.107  1.151  3.774  0.088
H  -4.101  3.481  6.073  0.091
H  -5.523  4.067  7.021  0.093
H  -4.807  5.007  5.758  0.087
C  3.840  3.780  0.930  -0.996
Cl  5.603  3.476  0.638  0.460
Cl  3.142  4.351  -0.574  0.525
H  3.347  2.946  1.429  0.012
H  3.766  4.601  1.644  0.020
C  1.415  -0.390  -4.031  -0.980
Cl  2.138  -1.646  -2.959  0.544
Cl  1.131  -1.094  -5.641  0.511
H  0.434  -0.005  -3.754  -0.002
H  2.082  0.470  -4.092  0.006